Entry 1:
# C5H6BrINO

The ion C5H6BrINO with charge +1 (ωB97M-V/def2-TZVPD, the Open Molecules 2025 dataset).

```
15
C5H6BrINO ωB97M-V/def2-TZVPD
C -0.4564 -0.9234 0.9492
C 0.9020 -1.0595 0.7619
C -1.4006 -0.0368 0.4064
C 1.6524 -0.6844 -0.3795
C -1.3853 1.2352 0.0772
N 1.3553 -0.8730 -1.6462
O -2.5616 1.8611 -0.0179
Br 0.0462 2.4286 0.1812
I 3.4492 0.3837 0.0889
H -0.8401 -1.2884 1.9301
H 1.6861 -1.4691 1.4381
H -2.4741 -0.4746 0.4039
H 0.5374 -1.4078 -1.8726
H 2.0252 -0.5379 -2.4816
H -2.5355 2.8463 0.1609
```

Computed properties:
* largest force on an atom: 3.962 eV/Å
* orbital gap: 7.653 eV
* SMILES: [NH2+]=C(I)/C=C\C=C(\O)Br
* relative energy (zero: lowest compared OMol25 entry of this formula, charge and spin): 0.6270 eV
* charge: +1

Atomic partial charges in e from the Löwdin method, atoms 1 to 2: -0.05 -0.17



Entry 2:
# C10H12N5

The ion C10H12N5 with charge +1 (ωB97M-V/def2-TZVPD, the Open Molecules 2025 dataset).

```
27
C10H12N5 ωB97M-V/def2-TZVPD
C -2.3771 -1.0728 0.2987
C 1.6351 0.0687 1.4724
C -3.3022 -0.1443 0.6585
C 2.6164 -1.0133 -0.1770
C -1.0880 -0.4940 0.2577
C 1.3360 -0.7646 0.4275
C -1.3408 1.0083 0.4051
C 0.1919 2.4744 -0.9360
C 0.0530 -1.2040 0.0180
C -0.0309 -2.4114 -0.8739
N 2.9234 0.3281 1.5471
N -2.5845 1.0892 0.7487
N 3.4656 -0.2655 0.5448
N 0.2491 1.7955 -2.0033
N -0.5581 2.1583 0.1558
H -2.4180 -2.1086 -0.0104
H 0.9311 0.5757 2.2096
H -4.4131 -0.0542 0.9022
H 2.8760 -1.6250 -1.0416
H 0.6129 3.4747 -0.6994
H -0.2599 -3.4468 -0.3303
H 0.9816 -2.6751 -1.3456
H -0.8487 -2.3016 -1.5539
H -3.1415 1.9613 0.6723
H 4.4053 -0.4696 0.5200
H 0.9071 2.1720 -2.6667
H -0.8216 2.9446 0.7999
```

Computed properties:
* largest force on an atom: 5.381 eV/Å
* orbital gap (spin up / spin down): 7.346 / 5.852 eV
* spin multiplicity: 3
* relative energy (zero: lowest compared OMol25 entry of this formula, charge and spin): 0.0000 eV
* charge: +1

Atomic partial charges in e from the Löwdin method, atoms 1 to 2: 0.02 -0.12



Entry 3:
# C3H3FeO2

A structure of composition C3H3FeO2 (ωB97M-V/def2-TZVPD, the Open Molecules 2025 dataset).

```
9
C3H3FeO2 ωB97M-V/def2-TZVPD
C 0.6894 -0.4836 0.3465
C 1.1062 0.7654 0.5712
H 1.9170 0.9682 1.2720
H 0.9607 -1.2938 1.0262
H 0.5042 1.6112 0.2318
O -0.8158 0.1224 -1.3762
C -0.4699 -0.7973 -0.5405
O -1.3647 -1.5622 -0.1330
Fe -2.5272 0.6696 -1.3981
```

Computed properties:
* largest force on an atom: 3.976 eV/Å
* orbital gap (spin up / spin down): 9.695 / 6.812 eV
* spin multiplicity: 6
* relative energy (zero: lowest compared OMol25 entry of this formula, charge and spin): 1.7690 eV
* charge: +2

Atomic partial charges in e from the Löwdin method, atoms 1 to 2: 0.14 0.30



Entry 4:
# C4H5NO2

A structure of composition C4H5NO2 (ωB97M-V/def2-TZVPD, the Open Molecules 2025 dataset).

```
12
C4H5NO2 ωB97M-V/def2-TZVPD
C -1.5189 -0.3797 -0.6444
C -0.0929 0.0280 -0.4893
C 0.3438 1.3439 -0.3602
O 1.9374 1.1556 -0.2374
C 1.6225 0.1786 0.5548
O 1.3295 0.4373 1.7869
N 0.9343 -0.8940 -0.1888
H -1.6510 -1.0070 -1.5391
H -1.8740 -0.9610 0.2216
H -2.1499 0.5120 -0.7545
H 0.4922 1.2614 1.2612
H 0.6269 -1.6750 0.3892
```

Computed properties:
* largest force on an atom: 1.082 eV/Å
* orbital gap: 8.434 eV
* relative energy (zero: lowest compared OMol25 entry of this formula, charge and spin): 6.4849 eV

Atomic partial charges in e from the Löwdin method, atoms 1 to 2: -0.03 -0.38



Entry 5:
# C23H24O3

The molecule C23H24O3 (ωB97M-V/def2-TZVPD, the Open Molecules 2025 dataset).

```
50
C23H24O3 ωB97M-V/def2-TZVPD
C 1.0987 2.7996 1.3252
C -0.2071 3.7292 1.2302
C -0.4511 4.1877 -0.2599
C -1.4742 3.1088 1.9541
C -2.6082 2.6003 0.9716
C -3.8187 2.1629 1.9188
C -2.0736 1.2777 0.3049
O -2.5362 1.1120 -1.0786
C -2.3180 -0.2426 -1.3496
C -3.4167 -1.2159 -1.3943
C -3.2029 -2.6445 -1.6444
C -1.8501 -3.1556 -1.8644
C -0.7663 -2.1931 -1.8370
C -0.9560 -0.7457 -1.5993
C 0.3061 0.1894 -1.6242
O 0.2830 1.3011 -2.0891
C 1.5897 -0.4597 -1.0022
C 1.7602 -1.7941 -1.2127
C 2.9571 -2.5373 -0.6072
C 4.3484 -2.1165 -0.6732
C 5.3525 -2.9405 0.0081
C 5.0344 -4.1442 0.7646
C 3.6395 -4.5818 0.8157
C 2.6437 -3.7741 0.1403
C 0.7221 -2.6370 -2.0428
O 1.0563 -3.5304 -2.7756
H 1.5004 2.6763 0.2849
H 0.9115 1.8360 1.8596
H 1.9002 3.3544 1.8933
H 0.0659 4.6599 1.8090
H -0.6878 3.2783 -0.8683
H -1.3736 4.8346 -0.2587
H 0.4368 4.7505 -0.6489
H -1.1748 2.2677 2.6349
H -1.9162 3.9164 2.6031
H -2.9651 3.3756 0.2543
H -4.6467 1.6609 1.3596
H -3.4324 1.4236 2.6804
H -4.1884 3.0564 2.4828
H -0.9522 1.2897 0.3822
H -2.4467 0.3680 0.8603
H -4.4693 -0.8888 -1.2174
H -4.0484 -3.3758 -1.6537
H -1.6221 -4.2374 -2.0281
H 2.2934 0.1731 -0.4197
H 4.6091 -1.1838 -1.2311
H 6.4319 -2.6434 -0.0033
H 5.7993 -4.7502 1.3071
H 3.2870 -5.4925 1.3469
H 1.5755 -4.1053 0.1917
```

Computed properties:
* largest force on an atom: 2.590 eV/Å
* orbital gap: 8.247 eV
* SMILES: CC(C)C[C@H](C)COc1cccc2c1C(=O)C=C(c1ccccc1)C2=O
* relative energy (zero: lowest compared OMol25 entry of this formula, charge and spin): 1.7216 eV

Atomic partial charges in e from the Löwdin method, atoms 1 to 2: -0.09 -0.38



Entry 6:
# C3H4N2O2S

The molecule C3H4N2O2S (ωB97M-V/def2-TZVPD, the Open Molecules 2025 dataset).

```
12
C3H4N2O2S ωB97M-V/def2-TZVPD
C 0.4899 -1.4608 0.0885
C -1.5351 0.4738 -0.1788
C 0.7488 1.5966 -0.1749
H 0.3155 -1.0402 1.1376
H 0.7999 -2.3548 0.2369
H -2.2625 1.2081 0.1006
H 0.3855 2.4526 0.4744
N -1.5957 -0.7618 0.0316
N 1.7071 0.8563 0.3142
O -0.7133 -1.4275 -0.5841
O -0.3918 1.0877 -0.9274
S 2.0516 -0.6300 -0.5186
```

Computed properties:
* largest force on an atom: 6.614 eV/Å
* orbital gap: 8.952 eV
* SMILES: C1=N\OCS/N=C\O/1
* relative energy (zero: lowest compared OMol25 entry of this formula, charge and spin): 6.4591 eV

Atomic partial charges in e from the Löwdin method, atoms 1 to 2: -0.43 -0.07



Entry 7:
# C16H13F3N2O7RhTe4

A structure of composition C16H13F3N2O7RhTe4 (ωB97M-V/def2-TZVPD, the Open Molecules 2025 dataset).

```
46
C16H13F3N2O7RhTe4 ωB97M-V/def2-TZVPD
Rh -0.3160 -1.1311 0.9947
Te 0.4417 -2.1891 3.2558
Te -1.7529 -2.6010 4.6787
Te -3.6943 -3.0297 2.7961
Te -2.6327 -2.2650 0.4683
F -0.3188 0.1991 -4.0592
C -1.2001 0.6844 -3.1646
F -2.3987 0.7209 -3.7578
F -0.8427 1.9688 -2.9311
C -1.2025 -0.1926 -1.8780
O -1.8187 -1.2571 -1.9840
O -0.5565 0.2724 -0.9127
O 0.9870 3.3076 -3.1156
C 0.4906 4.1687 -2.1293
N 0.0798 3.4045 -0.9636
C -0.6768 3.9731 -0.0046
O -0.9736 5.1614 -0.0048
C -1.2161 3.0148 1.0105
C -2.4700 3.2241 1.5615
C -3.0289 2.2290 2.3466
C -2.3232 1.0500 2.5240
N -1.0947 0.8690 2.0408
C -0.5396 1.8472 1.3277
H 0.2628 2.7552 -3.4332
H -0.3627 4.7574 -2.4805
H 1.2959 4.8546 -1.8673
H 0.1463 2.3961 -1.0257
H -2.9972 4.1422 1.3358
H -4.0144 2.3369 2.7785
H -2.7469 0.2149 3.0717
H 0.4636 1.6463 0.9703
O 4.2479 -3.3098 1.4928
C 3.1641 -3.4599 0.7115
C 2.7509 -4.7438 0.3535
C 1.6533 -4.9191 -0.4722
C 0.9584 -3.8242 -0.9760
C 1.3581 -2.5512 -0.6008
C 2.4273 -2.3523 0.2733
C 2.7401 -0.9777 0.8212
O 3.9010 -0.7613 1.2182
O 1.7688 -0.1645 0.8747
H 4.3945 -2.3242 1.5369
H 3.3087 -5.5900 0.7341
H 1.3452 -5.9231 -0.7380
H 0.1212 -3.9528 -1.6492
H 0.8707 -1.6792 -1.0290
```

Computed properties:
* largest force on an atom: 2.385 eV/Å
* orbital gap (spin up / spin down): 6.125 / 6.188 eV
* spin multiplicity: 5
* relative energy (zero: lowest compared OMol25 entry of this formula, charge and spin): 0.6686 eV
* charge: -1

Atomic partial charges in e from the Löwdin method, atoms 1 to 2: 0.25 0.39



Entry 8:
# C38H28BrF4NO5PPd

A structure of composition C38H28BrF4NO5PPd (ωB97M-V/def2-TZVPD, the Open Molecules 2025 dataset).

```
79
C38H28BrF4NO5PPd ωB97M-V/def2-TZVPD
Pd 0.6240 -0.7303 0.2006
O -0.8627 3.1902 0.2632
C -0.3197 2.2255 0.7343
O 0.2802 1.2979 0.1226
C -0.2640 2.2590 2.3603
C 0.5102 1.1177 3.0488
C 0.6171 1.4436 4.5467
C -0.8287 1.1631 5.0115
C -1.4960 0.7495 3.6516
O -0.4489 0.0738 2.9939
C -1.5524 2.0547 2.9652
C -3.5036 1.8696 1.1606
O -4.0579 2.7383 1.6952
O -2.9130 0.9947 0.6840
H 0.1054 3.2620 2.5824
H 1.4226 0.8069 2.5536
H 1.3306 0.7733 5.0210
H 0.9370 2.4676 4.7333
H -0.8934 0.3071 5.6788
H -1.3088 2.0142 5.4947
H -2.3896 0.1273 3.6992
H -2.1012 2.8886 3.3952
F 6.0644 -5.0305 -0.1956
C 5.3399 -3.9304 -0.1454
C 5.9583 -2.6909 -0.1340
F 7.2769 -2.6101 -0.1752
C 5.1847 -1.5431 -0.0812
F 5.8139 -0.3693 -0.0800
C 3.7992 -1.5918 -0.0289
P 2.7638 -0.0883 -0.0476
C 3.3941 0.9948 1.2456
C 3.1638 2.3674 1.1512
C 3.4991 3.1950 2.2133
C 4.0562 2.6590 3.3674
C 4.2849 1.2925 3.4624
C 3.9523 0.4593 2.4051
C 3.0282 0.6765 -1.6522
C 4.1185 1.5124 -1.8972
C 4.3080 2.0346 -3.1658
C 3.4182 1.7255 -4.1868
C 2.3328 0.8959 -3.9442
C 2.1328 0.3718 -2.6775
C 3.2074 -2.8510 -0.0394
Br 1.3144 -3.0595 0.0230
C 3.9551 -4.0087 -0.0994
F 3.3707 -5.1998 -0.1083
H 2.7147 2.7851 0.2585
H 3.3281 4.2609 2.1357
H 4.3207 3.3085 4.1916
H 4.7258 0.8758 4.3582
H 4.1251 -0.6075 2.4891
H 4.8129 1.7585 -1.1048
H 5.1503 2.6858 -3.3574
H 3.5694 2.1394 -5.1749
H 1.6348 0.6630 -4.7368
H 1.2703 -0.2587 -2.4881
C -3.5567 -3.1095 3.2168
C -2.1699 -3.1115 3.2497
C -1.4363 -2.5448 2.2184
C -2.0636 -1.9796 1.0984
C -3.4699 -1.9662 1.0911
C -4.1960 -2.5227 2.1329
N -1.3287 -1.3898 0.0778
C -1.8138 -1.3414 -1.2394
C -2.5224 -2.4124 -1.8026
C -2.9398 -2.3682 -3.1215
C -2.6662 -1.2617 -3.9169
C -1.9589 -0.2016 -3.3747
C -1.5286 -0.2384 -2.0541
H -4.1284 -3.5477 4.0237
H -1.6519 -3.5540 4.0925
H -0.3564 -2.5183 2.2866
H -3.9849 -1.4774 0.2744
H -5.2783 -2.4882 2.1010
H -2.7109 -3.2947 -1.2045
H -3.4756 -3.2122 -3.5375
H -2.9996 -1.2306 -4.9454
H -1.7541 0.6761 -3.9761
H -1.0219 0.6164 -1.6266
```

Computed properties:
* largest force on an atom: 2.515 eV/Å
* orbital gap: 3.573 eV
* charge: +1

Atomic partial charges in e from the Löwdin method, atoms 1 to 2: 0.64 0.13



- Which value of largest force on an atom does entry 3 give?
  3.976 eV/Å